Record 1
Entry from OMol25: a gas-phase ion, C3H5IN (charge +1) at a distorted geometry (the ωB97M-V functional and the def2-TZVPD basis).

Cartesian coordinates (Å):
1 H 0.22566 -0.13781 -1.65744
2 C 0.50727 -0.11632 -0.36283
3 N -0.16787 -1.26056 0.28591
4 I 2.56755 -0.19602 0.00177
5 C -0.61446 2.18127 0.11715
6 H -0.23283 -1.09980 1.27031
7 C -0.17628 1.09004 -0.04815
8 H -1.34471 2.91688 0.40478
9 H -1.11448 -1.22968 -0.15231
10 H 0.35014 -2.14799 0.14080

Highest occupied orbital energy = -14.262 eV
Structure (SMILES) = C#C[C@H]([NH3+])I
Energy relative to the best compared isomer or geometry (same formula, charge and spin) = 38.1 kJ/mol
LUMO level = -4.4 eV
Charge = +1
Gap between HOMO and LUMO = 9.906 eV

Record 2
Entry from OMol25: a single C3H5IN2 molecule at a distorted geometry (the ωB97M-V functional and the def2-TZVPD basis).

Cartesian coordinates (Å):
1 H -0.14429 -2.19425 -0.68362
2 N 1.23752 2.54928 -0.12240
3 C 0.27716 1.72085 0.09303
4 H -0.69934 1.94893 0.17872
5 N -0.98129 -0.51340 0.16848
6 C -0.85951 -1.90634 0.06828
7 H -0.52262 -2.45545 0.93112
8 I 2.15937 -0.70781 -0.07245
9 H -1.77857 -2.24125 -0.32986
10 C 0.45458 0.36943 0.00513
11 H 0.85700 3.43001 -0.23641

Highest occupied orbital energy = -8.817 eV
Structure (SMILES) = [H]/N=C/C(I)=N/C
Energy relative to the best compared isomer or geometry (same formula, charge and spin) = 321.5 kJ/mol
LUMO level = -1.4 eV
Gap between HOMO and LUMO = 7.381 eV

Record 3
Entry from OMol25: 2 unconnected molecules or ions with the total composition C3H5IN2O at a distorted geometry (the ωB97M-V functional and the def2-TZVPD basis).

Cartesian coordinates (Å):
1 H 0.71045 -1.60626 -1.13772
2 N -0.30804 2.82901 -1.15234
3 I -2.07818 -0.40037 -0.83008
4 H 0.26561 0.21457 0.59276
5 N 0.85401 -2.79145 0.37853
6 H 0.47519 -3.05793 1.22995
7 O 0.89071 2.11594 0.71532
8 C 0.37116 2.47836 -0.25087
9 C 0.52490 -1.68515 -0.07898
10 C -0.40049 -0.70789 0.51477
11 H -0.72546 -1.07446 1.52506
12 H -0.57984 3.68562 -1.50640

Highest occupied orbital energy = -9.447 eV
Structure (SMILES) = [H]/N=C\CI.N=C=O
Energy relative to the best compared isomer or geometry (same formula, charge and spin) = 15.2 kJ/mol
LUMO level = 0.2 eV
Gap between HOMO and LUMO = 9.625 eV

Record 4
Entry from OMol25: a single C3H5IN2O2 molecule at a distorted geometry (the ωB97M-V functional and the def2-TZVPD basis).

Cartesian coordinates (Å):
1 H -1.08847 -0.76582 1.14314
2 C 1.51313 -0.04256 -0.89841
3 I 2.61251 -2.09793 -0.80018
4 H 0.14667 -1.88722 0.58092
5 H 0.61621 -0.36944 1.52206
6 C 1.38265 0.17042 -2.35060
7 O 2.23286 0.57262 -3.08139
8 N -0.53484 -0.59487 -1.59084
9 H 2.09922 0.47242 -0.23795
10 N 0.25111 -0.21278 -0.43741
11 H -0.59428 -1.59625 -1.70295
12 C -0.01182 -0.83689 0.81995
13 O 0.12627 -0.15347 -2.67074

Highest occupied orbital energy = -9.130 eV
Structure (SMILES) = CN1NOC(=O)[C@@H]1I
Energy relative to the best compared isomer or geometry (same formula, charge and spin) = 0.0 kJ/mol
LUMO level = -0.3 eV
Gap between HOMO and LUMO = 8.879 eV

Record 5
Entry from OMol25: a gas-phase ion, C3H5IN3 (charge +1) at a distorted geometry (the ωB97M-V functional and the def2-TZVPD basis).

Cartesian coordinates (Å):
1 I 2.51009 1.59645 0.37662
2 H -0.99570 0.51082 -2.12147
3 C 0.30110 -0.56764 1.86536
4 H -1.87552 -1.07946 -0.45955
5 H 0.67981 -0.69713 2.85864
6 H 0.08355 1.56972 -1.38084
7 N 0.69073 0.20279 0.79579
8 N -0.75462 -1.26486 1.54207
9 C -0.12807 0.59954 -1.52713
10 C -1.07517 -0.90426 0.28139
11 H 0.73728 0.08596 -2.07007
12 N -0.17348 -0.05192 -0.16080

Highest occupied orbital energy = -14.928 eV
Structure (SMILES) = Cn1cnc[n+]1I
Energy relative to the best compared isomer or geometry (same formula, charge and spin) = 148.8 kJ/mol
LUMO level = -7.1 eV
Charge = +1
Gap between HOMO and LUMO = 7.798 eV

Record 6
Entry from OMol25: a molecular structure, C3H5INO2 at a distorted geometry (the ωB97M-V functional and the def2-TZVPD basis).

Cartesian coordinates (Å):
1 I -0.22904 -2.15087 -1.29446
2 H 0.20243 -0.24538 1.43405
3 H -0.25889 1.47272 -0.07053
4 O 1.82793 1.29774 -0.54567
5 C 1.69945 0.12439 -0.84594
6 H -1.24881 -1.02478 1.12428
7 C -0.70193 0.49698 -0.20794
8 O 2.31415 -0.90224 -1.08606
9 H -1.14529 0.63792 1.93375
10 N 0.06252 -0.15064 -1.13047
11 C -0.74999 -0.10789 1.16770
12 H -1.77253 0.55205 -0.47871

Highest occupied orbital energy = -3.936 eV
Energy relative to the best compared isomer or geometry (same formula, charge and spin) = 5.0 kJ/mol
LUMO level = 3.1 eV
Charge = -1
Gap between HOMO and LUMO = 7.028 eV

Record 7
Entry from OMol25: 2 unconnected molecules or ions with the total composition C3H5IO2 at a distorted geometry (the ωB97M-V functional and the def2-TZVPD basis).

Cartesian coordinates (Å):
1 O 0.58058 2.73575 0.40422
2 H -1.53162 -2.01635 -0.25952
3 C 0.58897 -0.17272 -0.13310
4 H -2.31369 -0.88275 0.92291
5 H 2.37623 1.98631 -0.24762
6 O -0.50398 -0.40636 0.69027
7 H 0.60067 -0.39295 -1.16550
8 H -1.85981 -0.45027 -0.73279
9 I 2.33915 -1.33589 0.28576
10 C 1.31523 1.90067 0.06542
11 C -1.59173 -0.96542 0.16994

Highest occupied orbital energy = -8.496 eV
Energy relative to the best compared isomer or geometry (same formula, charge and spin) = 325.9 kJ/mol
LUMO level = 0.4 eV
Gap between HOMO and LUMO = 8.900 eV

Record 8
Entry from OMol25: a molecular structure, C3H5IrO3 at a distorted geometry (the ωB97M-V functional and the def2-TZVPD basis).

Cartesian coordinates (Å):
1 C -0.46471 -1.17125 -0.05062
2 H 1.56860 -0.54115 0.42707
3 Ir -1.11066 0.98849 1.95260
4 C 0.92457 -0.71171 -0.44981
5 O -1.15308 0.07077 0.16148
6 C -0.40775 1.17340 -0.49380
7 H 1.42798 -1.38867 -1.14823
8 H -0.48632 -1.76741 0.86917
9 H -0.08046 2.69875 0.01284
10 O 0.10394 1.85871 0.70232
11 H -0.96367 -1.72373 -0.85868
12 O 0.64155 0.51381 -1.12434

Highest occupied orbital energy (alpha / beta) = -12.303 / -14.967 eV
Energy relative to the best compared isomer or geometry (same formula, charge and spin) = 215.5 kJ/mol
LUMO level (alpha / beta) = -3.7 / -7.6 eV
Charge = +1
Gap between HOMO and LUMO (alpha / beta) = 8.573 / 7.398 eV
2S+1 = 6

Record 9
Entry from OMol25: a molecular structure, C3H5LiO2 at a distorted geometry (the ωB97M-V functional and the def2-TZVPD basis).

Cartesian coordinates (Å):
1 Li -7.28243 -5.12302 -1.20985
2 H -7.64968 -2.59611 -0.43191
3 H -3.92812 -1.81121 -1.40516
4 C -5.41040 -4.04090 -1.57170
5 H -7.88557 -2.82603 -2.50222
6 O -4.07577 -3.90738 -1.77215
7 C -7.48436 -2.93537 -1.47447
8 H -2.84535 -2.67900 0.38757
9 C -3.39631 -2.76142 -1.43621
10 O -5.99892 -2.88095 -1.64948
11 H -2.34782 -2.80505 -1.72813

Highest occupied orbital energy (alpha / beta) = -0.112 / -2.939 eV
LUMO level (alpha / beta) = 2.4 / 2.4 eV
Charge = -1
Gap between HOMO and LUMO (alpha / beta) = 2.561 / 5.332 eV
2S+1 = 2

Record 10
Entry from OMol25: a molecular structure, C3H5LiO3Sm at a distorted geometry (the ωB97M-V functional and the def2-TZVPD basis).

Cartesian coordinates (Å):
1 C 1.18392 1.08479 0.47926
2 O 0.06521 1.03718 -0.37336
3 Sm -2.16673 1.18724 0.28800
4 C 2.02519 -0.16623 0.40510
5 C 0.85847 -2.22227 0.18924
6 H 0.19479 -3.08665 0.47874
7 H 1.86007 1.91540 0.21214
8 H 0.89624 1.25112 1.52995
9 O 1.24235 -1.30307 0.93961
10 Li 0.46488 1.53731 -2.12088
11 O 1.04422 -2.33922 -1.04441
12 H 2.89602 -0.10039 1.06403
13 H 2.34001 -0.42096 -0.61677

Highest occupied orbital energy (alpha / beta) = -21.280 / -23.037 eV
Energy relative to the best compared isomer or geometry (same formula, charge and spin) = 0.0 kJ/mol
LUMO level (alpha / beta) = -12.8 / -16.9 eV
Charge = +3
Gap between HOMO and LUMO (alpha / beta) = 8.503 / 6.094 eV
2S+1 = 8

Record 11
Entry from OMol25: a molecular structure, C3H5LiO3Tb at a distorted geometry (the ωB97M-V functional and the def2-TZVPD basis).

Cartesian coordinates (Å):
1 O -0.13451 0.82074 -0.18946
2 C 0.05663 0.01729 0.93363
3 O 0.26506 -1.22071 0.44199
4 Li -0.95759 2.38717 0.66053
5 H 0.85247 1.21036 1.51699
6 C 0.71825 -1.15145 -0.91129
7 Tb -2.39834 -0.31197 3.53846
8 H -0.72422 0.24254 -1.98788
9 H 0.30949 -2.00283 -1.46318
10 H 0.96451 0.84026 -1.88855
11 H 1.81523 -1.20668 -0.91227
12 C 0.21109 0.19989 -1.41870
13 O -0.97807 0.17538 1.67973

Highest occupied orbital energy (alpha / beta) = -15.775 / -15.783 eV
Energy relative to the best compared isomer or geometry (same formula, charge and spin) = 0.0 kJ/mol
LUMO level (alpha / beta) = -8.3 / -9.4 eV
Charge = +2
Gap between HOMO and LUMO (alpha / beta) = 7.510 / 6.380 eV
2S+1 = 8

Record 12
Entry from OMol25: a molecular structure, C3H5LiO4Ru at a distorted geometry (the ωB97M-V functional and the def2-TZVPD basis).

Cartesian coordinates (Å):
1 O 0.76017 2.81382 -0.11407
2 H 0.94813 -1.82238 -0.58034
3 H -0.72216 -2.32979 -0.95696
4 C -0.14720 1.95345 -0.18031
5 H -0.76444 -1.70384 0.67060
6 Ru -0.82656 4.15426 0.01754
7 C -0.54819 -0.31819 -0.48515
8 O 0.30112 0.64462 -0.32981
9 Li 2.67452 2.78589 -0.21671
10 O -1.34444 2.23089 -0.21633
11 H 1.11223 -3.51084 1.78611
12 O 0.19828 -3.16691 1.80198
13 C -0.10656 -1.67523 -0.30929
14 H -1.53489 -0.05576 -0.88726

Highest occupied orbital energy (alpha / beta) = -26.833 / -26.524 eV
Energy relative to the best compared isomer or geometry (same formula, charge and spin) = 0.0 kJ/mol
LUMO level (alpha / beta) = -17.4 / -21.7 eV
Charge = +4
Gap between HOMO and LUMO (alpha / beta) = 9.451 / 4.836 eV
2S+1 = 7